Entry 1:
{"formula": "C6H10", "method": "the ωB97M-V functional and the def2-TZVPD basis", "spin_multiplicity": 1, "smiles": "C[C@@H]1C=CCC1", "orbital_gap_ev": 10.3, "lumo_energy_ev": 1.19, "elements": ["H", "H", "H", "C", "H", "H", "H", "C", "C", "C", "C", "H", "H", "H", "H", "C"], "coordinates": [[-2.281, -0.434, 1.092], [-1.333, 1.064, 1.136], [1.302, 0.366, -2.350], [-0.219, -0.670, 0.433], [-0.273, -1.758, 0.585], [-0.284, -1.236, -1.677], [-1.089, -0.174, 2.375], [1.694, 0.566, -0.219], [-0.365, -0.325, -1.075], [-1.293, -0.017, 1.310], [0.788, 0.649, -1.422], [2.658, 1.067, -0.177], [0.428, 1.677, -1.569], [1.620, -0.322, 1.739], [-1.346, 0.114, -1.291], [1.162, -0.152, 0.767]], "nbo_charge": [0.207, 0.203, 0.210, -0.256, 0.202, 0.209, 0.207, -0.187, -0.395, -0.599, -0.442, 0.208, 0.207, 0.208, 0.206, -0.189]}


Entry 2:
{"formula": "C40H74Cl4N6O24", "method": "the ωB97M-V functional and the def2-TZVPD basis", "total_charge": -1, "s2": 0.750, "spin_multiplicity": 2, "orbital_gap_ev": [1.7, 8.6], "lumo_energy_ev": [1.69, 1.67], "elements": ["C", "H", "H", "O", "H", "H", "H", "C", "H", "H", "C", "C", "O", "O", "O", "C", "Cl", "O", "H", "C", "H", "C", "H", "H", "H", "H", "H", "H", "C", "C", "O", "H", "H", "H", "H", "C", "H", "C", "H", "H", "H", "C", "H", "H", "H", "H", "O", "H", "H", "C", "O", "H", "H", "H", "H", "H", "O", "O", "O", "H", "O", "C", "H", "H", "C", "C", "H", "H", "H", "H", "O", "H", "N", "C", "H", "N", "C", "H", "N", "H", "C", "H", "H", "C", "H", "H", "H", "Cl", "O", "O", "H", "C", "H", "Cl", "C", "H", "H", "H", "O", "C", "N", "C", "H", "N", "H", "H", "C", "C", "C", "N", "H", "H", "C", "H", "O", "H", "H", "O", "H", "C", "H", "Cl", "H", "O", "C", "C", "H", "O", "H", "H", "O", "O", "O", "C", "C", "C", "C", "O", "H", "C", "C", "C", "C", "H", "H", "H", "C", "H"], "coordinates": [[1.903, 6.847, -3.515], [0.373, 6.256, 4.963], [-1.848, -3.090, 3.801], [3.150, 5.538, -2.137], [-2.431, 1.210, -5.516], [-1.322, -6.111, -2.179], [2.053, -0.207, -1.040], [5.411, -3.382, -2.027], [-3.630, 0.330, -0.523], [-1.389, -4.558, -1.517], [-2.595, 4.785, -0.555], [-1.668, -1.864, -4.070], [-0.660, 0.118, -1.252], [2.815, 2.266, 4.371], [0.169, -5.802, 1.787], [1.231, 3.732, 1.712], [-3.722, -4.370, 4.366], [0.579, 3.953, -5.155], [-2.246, -2.707, 1.473], [-8.026, 0.524, 0.576], [4.192, -0.564, 4.738], [-1.902, 2.474, 3.241], [3.478, -7.230, 3.080], [-8.250, 0.991, 1.534], [1.209, 4.885, 5.739], [5.139, 1.078, 6.391], [0.824, -3.857, -4.050], [2.001, 4.015, 3.881], [-1.584, 0.200, 3.011], [1.229, -5.561, 1.293], [-1.013, -0.854, 2.747], [6.301, 0.998, 2.602], [-2.538, 4.818, 0.533], [4.026, 7.128, -3.061], [1.105, -0.202, 4.439], [-5.260, -7.046, -0.801], [-3.797, -0.096, 1.158], [1.316, -4.495, 0.221], [2.181, 6.220, 5.039], [2.282, -4.115, -0.112], [-3.784, -2.265, 2.379], [-4.288, -0.171, 0.187], [0.672, -3.642, 0.436], [6.202, 0.769, 5.028], [0.773, -4.906, -0.630], [-1.968, 3.171, 2.406], [4.200, 0.882, -1.000], [4.012, -4.954, -1.669], [1.704, -7.268, 3.430], [1.267, 5.633, 4.949], [0.569, -1.202, -0.022], [-5.683, -6.078, -0.530], [-0.866, 3.360, -0.716], [2.330, -0.763, 3.296], [-1.331, 4.203, -2.243], [-3.297, 2.380, -4.504], [1.124, 5.801, -2.865], [-0.865, -2.763, -3.370], [-4.864, 2.484, -1.640], [1.761, 1.827, -4.485], [1.588, 3.980, -1.574], [2.980, 1.062, 4.323], [-2.074, 1.284, -3.821], [5.421, 3.625, 1.715], [-0.566, -1.085, -0.755], [-3.106, -3.051, 2.047], [1.002, -1.321, -5.280], [7.213, 2.123, 1.571], [-3.631, 1.961, 4.507], [-7.831, 1.300, -0.164], [-1.461, -1.960, -0.779], [-5.873, -7.585, -1.524], [-3.271, -5.696, -1.314], [0.285, 0.922, -0.654], [1.308, 0.654, 3.020], [1.398, 4.813, 3.737], [-3.856, 3.183, -1.526], [6.085, -3.763, -1.260], [-1.413, 3.016, -4.828], [-2.369, -4.884, -2.954], [5.226, 1.165, 5.308], [-8.767, -0.221, 0.287], [0.538, 3.733, 0.870], [1.899, 0.121, 3.765], [0.299, -2.728, -6.127], [6.003, -2.946, -2.831], [0.747, 1.555, -1.411], [-4.170, -4.101, 1.113], [-2.602, 2.729, -1.622], [-3.875, 4.427, -1.019], [-1.941, -4.663, 2.942], [-3.201, 1.754, 3.527], [5.267, 2.240, 5.132], [5.608, -5.892, -3.064], [0.225, -2.084, -5.251], [-3.708, -5.158, -0.580], [-0.058, 1.533, 0.181], [1.072, 2.819, 2.285], [0.087, 5.823, 2.244], [-2.025, -5.296, -2.006], [4.113, 0.443, 4.740], [0.815, 4.934, 2.577], [3.203, -5.754, 1.473], [2.307, -6.162, 1.699], [1.847, 6.911, -4.602], [-2.314, 5.739, -1.001], [4.732, 1.293, 0.030], [6.282, 1.564, 1.671], [-2.333, 1.903, -4.680], [-5.685, 0.242, 0.100], [3.923, -4.245, -3.378], [1.820, 0.336, 0.665], [-2.485, -3.762, 3.224], [-4.158, -1.244, 0.047], [4.235, 2.212, 0.904], [4.704, 2.547, 2.880], [-5.009, -7.604, 0.102], [-3.549, -7.703, -2.360], [0.324, 1.040, -3.842], [1.904, 5.020, -2.180], [-1.842, 3.927, -4.908], [4.338, -2.103, -1.253], [1.219, -2.250, -3.343], [-2.872, 0.359, 3.414], [-3.939, -6.825, -1.575], [0.708, 1.623, -4.679], [3.661, 5.759, -3.996], [-2.820, -1.652, -3.767], [-1.596, 3.086, 4.090], [0.638, 1.120, -5.644], [5.913, 0.861, 0.518], [-0.994, -1.386, -5.141], [-0.991, 1.447, 2.894], [5.176, 2.579, 1.898], [2.473, -7.257, 2.658], [-1.685, 3.760, -1.313], [1.342, -0.074, -0.224], [-6.610, -1.015, 1.764], [1.763, 7.849, -3.111], [4.541, -4.554, -2.534], [-0.080, 2.953, -4.963], [-6.723, -0.215, 0.820], [0.493, -2.828, -3.914], [2.180, 3.674, 1.180], [-3.932, 2.079, 2.786], [2.393, -8.171, 2.070], [3.267, 6.354, -3.172], [-5.902, 1.040, -0.479]], "mulliken_spin": [-0.007, 0.011, -0.002, -0.053, 0.001, 0.001, -0.099, -0.395, -0.002, -0.004, 0.001, -0.006, 0.087, -0.899, -0.105, 0.060, 0.005, -0.009, -0.001, 0.000, -0.403, -0.048, -0.067, 0.000, -0.003, -0.238, 0.002, 0.032, -0.541, 0.332, 0.004, 0.099, 0.000, 0.009, 0.148, 0.000, -0.005, -0.296, -0.022, 0.078, -0.001, 0.002, -0.036, -0.303, 0.027, 0.043, -0.345, 0.014, 0.006, 0.049, -0.005, 0.000, -0.005, -0.311, 0.002, -0.001, -0.005, -0.033, 0.001, 0.013, 0.028, 1.076, -0.001, -0.170, 0.058, -0.014, -0.010, -0.087, -0.004, 0.000, 0.000, 0.000, -0.002, 0.098, 0.176, -0.210, 0.023, -0.040, 0.005, 0.002, 1.390, 0.000, -0.044, 0.678, -0.001, 0.012, 0.006, 0.001, 0.007, 0.002, 0.009, -0.040, 0.179, -0.008, 0.016, 0.000, 0.010, -0.019, -0.016, 0.006, -0.392, 0.137, 0.003, -0.075, -0.001, -0.001, 1.315, 0.507, 0.002, 0.001, 0.019, 0.078, -0.035, -0.001, -0.690, 0.042, 0.000, 0.000, 0.000, -0.095, -0.001, 0.102, -0.005, -0.046, 0.000, 0.008, -0.006, -0.001, 0.028, -0.001, -0.515, -0.002, 0.160, 0.312, 0.107, -0.008, -0.018, 0.000, -0.007, 0.053, -0.004, 0.001, 0.068, 0.038, 0.003, 0.006, 0.022, 0.000]}


Entry 3:
{"formula": "C4H13N2O", "method": "the ωB97M-V functional and the def2-TZVPD basis", "total_charge": 1, "spin_multiplicity": 1, "orbital_gap_ev": 10.3, "lumo_energy_ev": -3.39, "elements": ["C", "C", "H", "H", "H", "N", "C", "H", "N", "H", "C", "H", "O", "H", "H", "H", "H", "H", "H", "H"], "coordinates": [[0.304, 0.237, -2.262], [1.655, -0.441, 1.218], [-0.655, 0.720, -2.387], [0.786, -1.634, 2.592], [-3.353, 2.012, -0.464], [-2.961, 1.388, 0.296], [1.077, -1.722, 1.628], [2.721, -0.303, 1.644], [1.551, -0.201, -0.224], [-2.257, 2.055, 0.840], [0.443, 0.174, -0.783], [2.417, -0.352, -0.684], [-0.501, 0.589, -0.067], [0.599, -0.697, -2.823], [1.021, 0.427, 1.594], [0.307, -2.088, 1.010], [-2.149, 0.762, -0.108], [1.690, -2.605, 1.609], [-3.640, 1.104, 0.962], [0.987, 0.944, -2.613]], "nbo_charge": [-0.706, -0.232, 0.234, 0.224, 0.447, -0.931, -0.634, 0.229, -0.556, 0.459, 0.703, 0.417, -0.770, 0.260, 0.219, 0.214, 0.506, 0.224, 0.445, 0.248]}


Entry 4:
{"formula": "C6H7N", "method": "the ωB97M-V functional and the def2-TZVPD basis", "spin_multiplicity": 1, "smiles": "C=C1C=CC(C)=N1", "orbital_gap_ev": 9.4, "lumo_energy_ev": -0.15, "elements": ["C", "H", "C", "H", "C", "N", "H", "H", "C", "H", "H", "C", "C", "H"], "coordinates": [[-0.753, 0.459, 0.218], [-1.329, 1.890, 1.571], [1.270, -0.382, -0.061], [0.542, -2.033, -1.457], [-0.884, -0.666, -0.707], [0.434, 0.673, 0.564], [-1.859, -1.039, -1.004], [3.050, -1.535, -0.373], [-1.849, 1.464, 0.645], [-2.848, 0.894, 0.665], [3.257, -0.082, 0.704], [2.612, -0.639, 0.190], [0.300, -1.213, -0.783], [-1.943, 2.210, -0.173]], "nbo_charge": [0.263, 0.256, 0.091, 0.220, -0.275, -0.459, 0.220, 0.199, -0.668, 0.220, 0.199, -0.289, -0.208, 0.231]}